[1]
This record from OMol25 describes a cluster of 2 separate species, C4H8O2 in total. The level of theory is the ωB97M-V functional and the def2-TZVPD basis.

The calculation puts the LUMO energy at 0.0253 hartree. For the orbital gap, the calculation gives 9.8971 eV. Its HOMO energy is -9.21 eV. Its SMILES is OC=C1CC1.O.

Element x y z (Å)
O -1.795 1.553 -0.387
C -1.346 0.257 -0.481
C -0.084 -0.117 -0.400
O -0.251 -0.389 2.329
C 1.332 0.264 -0.447
C 0.885 -1.188 -0.623
H -1.269 2.094 -0.986
H -2.148 -0.463 -0.616
H -0.942 -0.354 1.655
H 0.103 0.508 2.291
H 1.880 0.487 0.466
H 1.653 0.834 -1.314
H 0.895 -1.628 -1.617
H 1.135 -1.865 0.192

Forces on atoms 1 to 3 (eV/Å):
0.0 0.1 -0.2
0.1 -0.4 -0.2
-0.2 0.1 -0.3



[2]
This record from OMol25 describes an isolated molecule of C4H4N2O5. The level of theory is the ωB97M-V functional and the def2-TZVPD basis.

The calculation puts the LUMO energy at -0.0331 hartree. For the orbital gap, the calculation gives 10.0132 eV. Its HOMO energy is -10.91 eV. Its SMILES is O=C1C[C@](O)([N+](=O)[O-])C(=O)N1.

Element x y z (Å)
C -1.115 1.157 -0.021
C 1.069 0.713 -0.913
C -0.820 -0.102 0.714
C 1.025 -0.199 0.329
N -0.040 1.540 -0.876
N 1.643 0.427 1.509
O -2.114 1.765 -0.132
O 1.989 0.762 -1.680
O 1.409 1.577 1.790
O 2.474 -0.305 2.033
O 1.413 -1.518 0.285
H -1.106 0.017 1.766
H -1.384 -0.938 0.297
H 0.036 2.237 -1.581
H 2.326 -1.469 0.629

Forces on atoms 1 to 3 (eV/Å):
1.5 0.3 -2.4
0.0 0.5 1.2
2.9 0.4 -0.2



[3]
This record from OMol25 describes a structure of composition C28H31AsBrIrN2O5. The level of theory is the ωB97M-V functional and the def2-TZVPD basis.

Its expectation value of S² is 8.785. As for the charge: +1. As for the spin multiplicity: 6. The calculation puts the LUMO energy (spin up / spin down) at -0.1241 / -0.2093 hartree. For the orbital gap (spin up / spin down), the calculation gives 7.4579 / 5.4280 eV. Its HOMO energy (spin up / spin down) is -10.83 / -11.12 eV.

Element x y z (Å)
Ir -0.278 -0.539 -0.432
C 3.070 -3.234 1.210
O 4.056 -2.201 1.448
C 3.863 -0.913 1.332
C 5.012 -0.120 1.545
C 4.943 1.234 1.428
C 3.717 1.858 1.092
C 2.563 1.142 0.875
C 1.382 1.913 0.540
N 0.241 1.473 0.138
N -0.695 2.453 -0.117
C -1.829 1.945 -0.524
O -2.032 0.674 -0.681
C -2.952 2.863 -0.812
C -4.120 2.355 -1.374
C -5.181 3.202 -1.651
C -5.078 4.556 -1.365
C -3.914 5.065 -0.803
C -2.851 4.223 -0.527
C 2.580 -0.292 1.008
O 1.559 -1.025 0.875
H 3.623 -4.156 1.353
H 2.690 -3.168 0.193
H 2.263 -3.152 1.932
H 5.932 -0.631 1.795
H 5.822 1.843 1.586
H 3.689 2.937 0.998
H 1.469 2.994 0.617
H -4.185 1.299 -1.598
H -6.086 2.807 -2.091
H -5.907 5.218 -1.580
H -3.837 6.121 -0.581
H -1.940 4.608 -0.091
C -0.388 -2.846 3.198
C -1.046 -3.434 1.955
As -1.851 -2.098 0.796
C -3.180 -1.138 1.841
C -2.623 0.074 2.580
C -2.866 -3.144 -0.488
C -3.417 -2.296 -1.629
H 0.146 -3.623 3.746
H -1.127 -2.422 3.877
H 0.324 -2.061 2.939
H -1.829 -4.148 2.218
H -0.322 -3.961 1.331
H -3.633 -1.862 2.522
H -3.942 -0.831 1.123
H -1.848 -0.200 3.295
H -3.419 0.574 3.130
H -2.200 0.798 1.882
H -3.662 -3.643 0.069
H -2.187 -3.913 -0.859
H -4.061 -1.495 -1.265
H -4.004 -2.917 -2.305
H -2.613 -1.841 -2.208
Br 5.087 3.316 -2.543
C 4.045 1.743 -2.520
C 2.688 1.822 -2.793
C 1.916 0.673 -2.711
C 2.500 -0.541 -2.364
C 3.874 -0.611 -2.145
C 4.652 0.532 -2.215
C 1.698 -1.787 -2.160
O 2.190 -2.884 -2.120
O 0.377 -1.599 -1.969
H 2.240 2.769 -3.061
H 0.858 0.726 -2.935
H 4.319 -1.570 -1.914
H 5.717 0.488 -2.034

Forces on atoms 1 to 3 (eV/Å):
0.0 0.0 -0.1
0.0 0.0 0.0
0.0 0.0 0.0



Max |F|: 0.0085; 0.1097; 0.0021 (Eh/bohr)
Total energy: -8370.3882; -17426.9228; -176467.5615 (eV)